No. 1
Below is a molecular structure, C43H43As2N2STi, with properties calculated with ωB97M-V with the def2-TZVPD basis set.

Positions of all 92 atoms, in Å:
Ti -0.60 1.32 0.30
C -2.59 -3.12 5.07
C -1.81 -3.51 3.80
C -1.85 -5.03 3.65
C -0.36 -3.06 3.96
C -2.50 -2.85 2.61
C -3.76 -3.31 2.19
C -4.48 -2.70 1.18
C -3.93 -1.57 0.58
S -4.62 -0.49 -0.59
C -3.23 0.51 -0.47
N -2.27 0.06 0.30
C -2.68 -1.12 0.95
C -1.95 -1.76 1.95
C -3.14 1.87 -1.01
C -4.10 2.35 -1.91
C -4.06 3.67 -2.32
C -3.06 4.50 -1.81
C -2.11 4.00 -0.94
C -2.09 2.66 -0.49
H -2.15 -3.60 5.95
H -3.63 -3.42 5.01
H -2.57 -2.04 5.23
H -1.16 -5.49 4.36
H -1.54 -5.33 2.65
H -2.84 -5.44 3.84
H 0.09 -3.57 4.81
H -0.29 -1.98 4.15
H 0.23 -3.28 3.07
H -4.19 -4.17 2.68
H -5.45 -3.07 0.90
H -0.96 -1.40 2.21
H -4.89 1.71 -2.28
H -4.80 4.05 -3.01
H -3.02 5.54 -2.12
H -1.34 4.69 -0.59
C 1.60 0.42 -2.84
C 1.12 -0.90 -2.25
As 1.09 -0.88 -0.28
C 0.68 -2.75 -0.02
C 1.52 -3.60 0.69
C 1.22 -4.95 0.79
C 0.07 -5.46 0.20
C -0.79 -4.61 -0.48
C -0.49 -3.26 -0.58
C 2.98 -0.78 0.08
C 3.45 0.18 0.97
C 4.82 0.29 1.21
C 5.70 -0.55 0.56
C 5.23 -1.50 -0.34
C 3.87 -1.62 -0.58
As 0.48 1.86 -2.15
C 0.40 3.14 -3.58
C 0.63 4.49 -3.35
C 0.50 5.39 -4.40
C 0.13 4.95 -5.66
C -0.12 3.60 -5.88
C 0.01 2.70 -4.84
C 1.75 2.75 -0.92
C 1.37 3.13 0.36
C 2.26 3.70 1.26
C 3.58 3.91 0.87
C 3.98 3.55 -0.41
C 3.08 2.97 -1.30
H 1.53 0.42 -3.93
H 2.64 0.63 -2.58
H 1.72 -1.75 -2.55
H 0.08 -1.10 -2.55
H 2.44 -3.23 1.14
H 1.89 -5.61 1.33
H -0.16 -6.51 0.27
H -1.69 -4.99 -0.93
H -1.18 -2.61 -1.11
H 2.77 0.86 1.47
H 5.18 1.03 1.90
H 6.77 -0.47 0.74
H 5.93 -2.16 -0.85
H 3.52 -2.38 -1.27
H 0.93 4.85 -2.38
H 0.69 6.44 -4.23
H 0.03 5.66 -6.47
H -0.41 3.26 -6.86
H -0.20 1.65 -5.03
H 0.33 3.09 0.70
H 1.93 4.00 2.25
H 4.28 4.37 1.54
H 5.00 3.72 -0.73
H 3.42 2.70 -2.29
N -0.90 1.56 2.57
H -1.81 1.16 2.78
H -0.94 2.53 2.89
H -0.23 1.09 3.18

Computed properties:
gap between HOMO and LUMO (spin up / spin down)	6.806 / 8.051	eV
2S+1	3
total charge	+1
HOMO energy (spin up / spin down)	-9.058 / -10.377	eV
energy relative to the best compared isomer or geometry (same formula, charge and spin)	0.000	eV
<S²>	2.008

=====

No. 2
Below is C3H4N2OS2 in the gas phase, with properties calculated with ωB97M-V with the def2-TZVPD basis set.

Positions of all 12 atoms, in Å:
N 1.94 -0.60 -1.68
C 0.96 -0.38 -0.75
N 0.86 -1.15 0.41
C -0.24 -0.61 0.94
S -0.54 -1.18 2.57
O -0.86 0.33 0.34
C -0.01 0.60 -0.77
S -0.64 1.90 -1.77
H 2.35 -1.52 -1.96
H 1.84 -0.03 -2.50
H -2.08 -0.93 2.49
H -0.15 2.97 -1.14

Computed properties:
gap between HOMO and LUMO	8.746	eV
SMILES	Nc1nc(S)oc1S
HOMO energy	-8.247	eV
energy relative to the best compared isomer or geometry (same formula, charge and spin)	1.509	eV

=====

No. 3
Below is a gas-phase ion, C4H12N3 (charge +1), with properties calculated with ωB97M-V with the def2-TZVPD basis set.

Positions of all 19 atoms, in Å:
N -0.03 2.19 1.82
C 0.73 1.39 0.91
C 0.35 0.05 0.68
N 0.47 -0.85 1.78
C 0.40 -0.49 -0.69
C -1.05 -0.64 -1.32
N -0.94 -1.04 -2.68
H -0.99 2.29 1.32
H 0.23 3.16 1.93
H 1.40 1.96 0.20
H 1.44 -1.18 1.68
H 0.41 -0.33 2.67
H -0.28 -1.45 1.76
H 0.82 -1.52 -0.74
H 1.08 0.21 -1.26
H -1.50 -1.49 -0.61
H -1.61 0.38 -1.36
H -0.83 -2.05 -2.95
H -0.12 -0.60 -3.14

Computed properties:
gap between HOMO and LUMO	8.124	eV
SMILES	N/C=C(\[NH3+])CCN
total charge	+1
HOMO energy	-12.390	eV
energy relative to the best compared isomer or geometry (same formula, charge and spin)	4.408	eV

=====

No. 4
Below is a molecular structure, C3H4LiO4Sm, with properties calculated with ωB97M-V with the def2-TZVPD basis set.

Positions of all 13 atoms, in Å:
O 0.81 -0.73 -0.56
O -0.70 0.89 0.92
C -2.02 1.16 0.57
C -2.50 0.01 -0.32
O -1.35 -0.46 -1.03
C -0.42 -1.02 -0.21
H -2.68 1.21 1.45
H -2.15 2.12 0.02
H -3.26 0.31 -1.05
H -2.86 -0.81 0.31
O -0.66 -2.10 0.39
Sm 1.31 1.48 -0.07
Li 1.32 -2.63 0.18

Computed properties:
gap between HOMO and LUMO (spin up / spin down)	7.058 / 7.857	eV
2S+1	7
total charge	+1
HOMO energy (spin up / spin down)	-11.688 / -12.434	eV
energy relative to the best compared isomer or geometry (same formula, charge and spin)	0.000	eV
<S²>	12.008

=====

Calculated max |F|, 1.147, 4.434, 5.070, 3.052 eV Å⁻¹ (same order as the records).
Calculated total energy, -203892.551, -29872.635, -8803.326, -29469.995 eV (same order as the records).